[1]
{"formula": "C5H9Cl2NSi", "method": "ωB97M-V/def2-TZVPD", "de_lowest_kj_mol": 470.6, "homo_lumo_gap_ev": 9.94, "homo_energy_ev": -9.92, "charge": 0, "energy_ha": -1460.48661, "elements": ["C", "C", "C", "C", "C", "N", "Si", "Cl", "Cl", "H", "H", "H", "H", "H", "H", "H", "H", "H"], "positions_angstrom": [[0.83954, 1.97092, -0.28149], [1.17763, -1.49829, -1.57037], [-2.19158, 0.71524, 0.54309], [0.53080, 0.77925, -1.00421], [1.45381, -0.18764, -1.05114], [0.83053, 2.85990, 0.45240], [-0.72031, -0.23883, 1.74484], [-1.20988, -0.88024, 3.62027], [3.00840, -0.05528, -0.14887], [1.87287, -1.47637, -2.49179], [0.10707, -1.60816, -2.00113], [1.54175, -2.28698, -0.84749], [-1.87030, 1.73851, 0.65713], [-2.07465, 0.43370, -0.52591], [-3.20473, 0.35557, 0.92055], [-0.40514, 0.97301, -1.50224], [0.73143, 0.15048, 1.95625], [-0.41723, -1.74478, 1.53011]], "mulliken_charge": [0.206, -1.100, -0.918, -0.676, 0.576, -0.485, 0.536, -0.287, -0.136, 0.350, 0.259, 0.333, 0.330, 0.234, 0.331, 0.629, -0.061, -0.122]}

---

[2]
{"formula": "C5H9Cl6NO", "method": "ωB97M-V/def2-TZVPD", "de_lowest_kj_mol": 0.0, "homo_lumo_gap_ev": 10.50, "homo_energy_ev": -9.97, "charge": 0, "energy_ha": -3087.05894, "elements": ["C", "C", "O", "N", "C", "H", "H", "H", "H", "H", "H", "H", "C", "Cl", "Cl", "Cl", "H", "C", "Cl", "Cl", "Cl", "H"], "positions_angstrom": [[-2.58488, 1.21211, 1.00590], [-1.47653, 0.88928, 0.00362], [-0.31567, 1.19654, 0.07660], [-1.93402, 0.13015, -1.00265], [-0.99600, -0.34966, -1.92899], [-2.58201, 0.39134, 1.77145], [-3.58302, 1.19348, 0.54019], [-2.36688, 2.13080, 1.46549], [-2.92914, 0.04024, -1.17196], [-1.23550, -0.06884, -2.92022], [-0.85818, -1.45909, -1.80737], [-0.00106, 0.02688, -1.65691], [1.06800, -1.48360, 1.76814], [1.36955, -2.34560, 0.18122], [2.04050, -2.07713, 3.04344], [-0.63349, -1.78573, 2.12798], [1.19978, -0.45163, 1.65359], [3.03148, 0.53985, -0.61472], [3.38775, 2.16573, -1.10442], [3.69795, 0.17788, 0.98032], [3.71830, -0.57540, -1.76184], [1.98307, 0.50238, -0.64885]], "mulliken_charge": [-1.039, 0.718, -0.620, -0.158, -0.626, 0.155, 0.361, 0.336, 0.211, 0.385, 0.214, 0.087, 0.251, -0.118, -0.105, -0.166, 0.133, 1.026, -0.144, -0.119, -0.122, -0.660]}

---

[3]
{"formula": "C5H9ClN2", "method": "ωB97M-V/def2-TZVPD", "de_lowest_kj_mol": 365.6, "homo_lumo_gap_ev": 7.70, "homo_energy_ev": -7.00, "charge": 0, "energy_ha": -765.49084, "elements": ["C", "C", "C", "C", "C", "N", "N", "Cl", "H", "H", "H", "H", "H", "H", "H", "H", "H"], "positions_angstrom": [[-0.19069, -0.25411, -1.28430], [0.73975, 0.62538, -0.67101], [0.10153, -0.00932, 1.51426], [-1.67136, -2.18492, -1.22943], [1.38224, 1.95617, 1.19436], [-0.80235, -1.15812, -0.62509], [0.67889, 0.85771, 0.68068], [0.05291, 0.51680, 3.11099], [0.04324, -0.21010, -2.35379], [1.02884, 1.48655, -1.23662], [-0.35215, -0.84354, 1.09242], [-2.41779, -2.36215, -0.58878], [-2.08291, -1.98500, -2.27690], [-1.12932, -3.07477, -1.30311], [0.71153, 2.79279, 1.54498], [1.91702, 1.44000, 2.01431], [1.99063, 2.40664, 0.41703]], "mulliken_charge": [0.132, -0.584, -0.215, -1.046, -1.032, -0.446, 0.203, -0.201, 0.316, 0.227, 0.605, 0.364, 0.282, 0.350, 0.247, 0.409, 0.387]}

---

[4]
{"formula": "C5H9ClN2", "method": "ωB97M-V/def2-TZVPD", "de_lowest_kj_mol": 125.8, "homo_lumo_gap_ev": 9.64, "homo_energy_ev": -8.91, "charge": 0, "energy_ha": -765.58217, "elements": ["C", "C", "C", "C", "C", "H", "H", "H", "H", "H", "H", "H", "H", "H", "N", "N", "Cl"], "positions_angstrom": [[0.01571, 0.68817, 2.01657], [0.27889, -0.06891, -0.32141], [-2.05686, -0.11587, 0.02057], [1.42661, -0.43966, -1.21792], [1.26277, -0.93482, -2.43074], [-0.04532, -0.36790, 2.31599], [0.69546, 1.16706, 2.71834], [-0.94543, 1.11853, 2.13005], [1.50151, 1.19334, 0.67031], [-2.04135, 0.95590, 0.15546], [-2.89829, -0.37911, -0.63731], [-2.27836, -0.59826, 0.97488], [0.25280, -1.06088, -2.81440], [2.08936, -1.20827, -3.04955], [0.53863, 0.85282, 0.66788], [-0.84487, -0.59143, -0.61164], [3.04875, -0.21070, -0.58707]], "mulliken_charge": [-0.963, 0.563, -0.936, 0.350, -0.779, 0.304, 0.357, 0.277, 0.314, 0.365, 0.304, 0.289, 0.314, 0.294, -0.307, -0.509, -0.237]}

---

[5]
{"formula": "C5H9ClN2O", "method": "ωB97M-V/def2-TZVPD", "de_lowest_kj_mol": 171.4, "homo_lumo_gap_ev": 9.77, "homo_energy_ev": -9.12, "charge": 0, "energy_ha": -840.75640, "elements": ["C", "C", "C", "C", "C", "N", "N", "O", "Cl", "H", "H", "H", "H", "H", "H", "H", "H", "H"], "positions_angstrom": [[-0.02686, -3.44204, 0.27623], [1.76929, 1.90523, 0.00221], [-0.92588, -2.53195, 0.34142], [0.72527, 0.94095, 0.50636], [-1.43632, 1.66277, -0.51995], [0.73588, -4.41135, 0.25716], [-2.40141, 1.29092, -1.19222], [-0.39955, 0.80345, -0.44489], [-1.29332, 3.10090, 0.27653], [2.72260, 1.75502, 0.53921], [1.62843, 1.71646, -1.12920], [1.49290, 3.02973, 0.20170], [-1.90157, -2.66248, -0.09203], [-0.63023, -1.61061, 0.81359], [0.38349, 1.02093, 1.49362], [1.27674, -0.13154, 0.41833], [1.44388, -4.33779, -0.46274], [-3.16334, 1.90139, -1.28534]], "mulliken_charge": [0.723, -0.916, -0.858, -0.402, 0.655, -0.532, -0.577, -0.324, -0.172, 0.352, 0.292, 0.219, 0.269, 0.109, 0.494, 0.133, 0.281, 0.253]}

---

[6]
{"formula": "C5H9F", "method": "ωB97M-V/def2-TZVPD", "de_lowest_kj_mol": 603.0, "homo_lumo_gap_ev": 10.09, "homo_energy_ev": -9.34, "charge": 0, "energy_ha": -295.53045, "elements": ["C", "C", "C", "C", "C", "H", "H", "H", "H", "H", "H", "H", "H", "H", "F"], "positions_angstrom": [[-1.86692, -0.63291, -0.26854], [-0.48939, -0.06120, 0.13742], [0.59325, -1.20667, 0.31507], [-0.00680, 1.31510, -0.60997], [-0.00617, 1.09988, 0.92267], [-2.20357, -1.59796, 0.39871], [-2.53422, 0.19040, 0.28515], [-2.05453, -0.74224, -1.59819], [0.98508, -1.38851, 1.69495], [0.20315, -2.17323, -0.27313], [1.04079, 1.24074, -0.94025], [-0.65920, 2.02602, -1.22323], [-0.82967, 1.41401, 1.28844], [0.96164, 1.04366, 1.52477], [1.74963, -0.34423, -0.45968]], "mulliken_charge": [-1.111, 0.715, -0.484, -0.659, -0.767, 0.346, 0.268, 0.240, 0.252, 0.342, 0.275, 0.254, 0.454, 0.258, -0.383]}

---

[7]
{"formula": "C5H9F", "method": "ωB97M-V/def2-TZVPD", "de_lowest_kj_mol": 90.4, "homo_lumo_gap_ev": 10.72, "homo_energy_ev": -9.59, "charge": 0, "energy_ha": -295.72570, "elements": ["C", "C", "C", "C", "C", "H", "H", "H", "H", "H", "H", "H", "H", "H", "F"], "positions_angstrom": [[-1.44641, -0.84886, 0.55583], [-0.71370, -0.28681, -0.70785], [-0.05544, 1.02631, -0.60607], [1.05253, 0.83005, 0.42179], [2.01333, -0.11274, 0.38560], [-1.91961, -1.82810, 0.30611], [-2.38487, -0.20757, 0.75059], [-0.81027, -0.91010, 1.45136], [-1.51111, -0.26046, -1.56360], [0.09626, -0.98461, -0.97042], [0.37167, 1.38442, -1.51064], [-0.76355, 1.76986, -0.20504], [1.21508, 1.62853, 1.10258], [2.77403, -0.10506, 1.14345], [2.08206, -1.09485, -0.55368]], "mulliken_charge": [-1.042, -0.477, -0.412, -0.465, -0.141, 0.304, 0.273, 0.320, 0.277, 0.325, 0.283, 0.289, 0.342, 0.373, -0.249]}

---

[8]
{"formula": "C5H9F2O3P", "method": "ωB97M-V/def2-TZVPD", "de_lowest_kj_mol": 506.6, "homo_lumo_gap_ev": 9.14, "homo_energy_ev": -9.36, "charge": 0, "energy_ha": -962.53519, "elements": ["C", "C", "C", "C", "C", "O", "O", "O", "F", "F", "P", "H", "H", "H", "H", "H", "H", "H", "H", "H"], "positions_angstrom": [[2.26826, -0.49669, -0.63398], [-2.51028, -0.72630, -0.57080], [1.47340, 1.38207, 1.46720], [-1.36894, -1.51271, 0.19875], [0.81428, 1.56328, 0.13689], [3.33195, -0.00114, -0.78968], [-1.78862, -1.00645, -2.36345], [-0.13238, -0.87209, 0.16969], [1.55803, 2.51221, -0.43890], [-0.43332, 2.12777, 0.40043], [0.42159, 0.04555, -1.03547], [2.17436, -1.46812, 0.02753], [-2.61201, 0.28607, -0.35026], [-1.49587, -0.26888, -1.78258], [-3.41651, -1.26139, -0.62705], [0.74419, 0.60600, 2.03508], [1.40588, 2.26941, 2.02505], [2.45365, 1.02785, 1.40396], [-1.46824, -2.28953, -0.50103], [-1.41941, -1.91692, 1.22864]], "mulliken_charge": [0.119, -0.732, -1.255, -0.255, 0.863, -0.385, -0.516, -0.242, -0.282, -0.331, -0.082, 0.232, 0.335, 0.413, 0.335, 0.212, 0.424, 0.414, 0.374, 0.359]}

---

[9]
{"formula": "C5H9F4NO", "method": "ωB97M-V/def2-TZVPD", "de_lowest_kj_mol": 124.4, "homo_lumo_gap_ev": 9.82, "homo_energy_ev": -9.11, "charge": 0, "energy_ha": -725.31255, "elements": ["C", "C", "C", "C", "C", "N", "O", "F", "F", "F", "F", "H", "H", "H", "H", "H", "H", "H", "H", "H"], "positions_angstrom": [[-1.89492, -0.28356, 1.25317], [-1.20634, 0.88502, -0.78412], [0.11116, -1.04029, -0.07500], [2.04193, 0.83762, 0.42745], [1.59692, -0.39999, -0.38927], [-0.84016, 0.03669, 0.37106], [-0.29014, -1.85967, -1.03488], [3.36239, 0.94512, 0.46100], [1.74147, 0.61725, 1.73623], [2.52460, -1.35928, -0.36903], [1.50867, -0.04445, -1.73325], [-1.65607, -0.64095, 2.16890], [-2.37161, 0.67077, 1.58879], [-2.49154, -1.01573, 0.76561], [-0.35387, 1.23907, -1.34896], [-1.85537, 0.52482, -1.61763], [-1.59912, 1.89146, -0.41085], [0.42556, -1.48106, 0.87365], [1.62582, 1.79818, -0.09141], [-0.37936, -1.32101, -1.79149]], "mulliken_charge": [-1.111, -1.055, -0.660, 0.331, 0.706, 0.215, -0.516, -0.279, -0.272, -0.308, -0.327, 0.360, 0.322, 0.390, 0.351, 0.296, 0.340, 0.572, 0.220, 0.423]}

---

[10]
{"formula": "C5H9F6MoOSe3SiTe", "method": "ωB97M-V/def2-TZVPD", "de_lowest_kj_mol": 4.0, "homo_lumo_gap_ev": 6.09, "homo_energy_ev": -12.69, "charge": 1, "energy_ha": -8700.20274, "elements": ["Mo", "Se", "Se", "Te", "Se", "F", "C", "Si", "C", "C", "O", "H", "H", "H", "H", "H", "H", "H", "H", "H", "F", "C", "F", "C", "F", "F", "F"], "positions_angstrom": [[-1.37558, -1.51942, -0.49135], [-3.33879, -0.94728, -1.73224], [-3.89938, -0.02968, 0.38501], [-2.60340, -1.52060, 2.04658], [-1.57714, 0.01454, 3.44709], [-1.83482, -3.32203, -0.21337], [-1.04741, 2.69250, 0.51605], [0.33579, 1.56079, 0.05083], [1.03986, 1.86865, -1.62626], [1.58601, 1.26492, 1.37675], [-0.51100, -0.01209, -0.18125], [-0.67466, 3.71969, 0.54890], [-1.44519, 2.44746, 1.50196], [-1.86169, 2.65835, -0.20922], [1.41094, 2.89474, -1.69138], [0.28553, 1.74516, -2.40490], [1.87181, 1.19644, -1.83711], [1.76731, 2.19539, 1.92075], [2.53576, 0.91779, 0.97122], [1.23183, 0.52926, 2.09797], [1.12028, -1.50895, -2.09555], [0.48087, -2.37097, -1.28691], [0.23791, -3.49530, -1.96612], [1.38624, -2.68709, -0.06922], [1.86055, -1.54508, 0.44324], [0.62730, -3.27149, 0.87896], [2.39106, -3.47570, -0.38040]], "mulliken_charge": [0.480, -0.101, -0.012, 0.599, -0.236, -0.552, -0.839, 0.163, -1.011, -0.919, 0.403, 0.386, 0.239, 0.276, 0.404, 0.300, 0.314, 0.401, 0.307, 0.260, -0.205, 0.168, -0.242, 1.001, -0.152, -0.216, -0.217]}

---

[11]
{"formula": "C5H9FN", "method": "ωB97M-V/def2-TZVPD", "de_lowest_kj_mol": 139.4, "homo_lumo_gap_ev": 11.78, "homo_energy_ev": -15.41, "charge": 1, "energy_ha": -350.19114, "elements": ["C", "C", "C", "C", "C", "N", "F", "H", "H", "H", "H", "H", "H", "H", "H", "H"], "positions_angstrom": [[1.48618, -0.93124, 0.61480], [0.90670, -1.15613, -0.77432], [-1.32952, 1.14780, -0.23272], [-1.14729, -0.20948, 0.52944], [0.27190, -0.17157, 0.12500], [0.15220, 1.29337, -0.14441], [-1.83110, -1.27514, 0.13145], [1.20550, -1.57685, 1.45635], [2.23902, -0.29014, 0.75917], [1.50640, -0.73621, -1.56907], [0.32449, -1.95257, -1.08609], [-1.69665, 1.00181, -1.22252], [-2.00131, 1.73251, 0.33079], [-1.33701, -0.24040, 1.55683], [0.61942, 1.56683, -1.07923], [0.63109, 1.79740, 0.60454]], "mulliken_charge": [-0.570, -0.790, -0.606, 0.103, 0.315, -0.054, -0.313, 0.277, 0.311, 0.249, 0.275, 0.315, 0.327, 0.373, 0.401, 0.386]}

---

[12]
{"formula": "C5H9FN", "method": "ωB97M-V/def2-TZVPD", "de_lowest_kj_mol": 283.4, "homo_lumo_gap_ev": [6.52, 7.77], "homo_energy_ev": [-10.62, -16.64], "charge": 1, "energy_ha": -349.96967, "spin_multiplicity": 3, "elements": ["C", "C", "C", "C", "C", "N", "F", "H", "H", "H", "H", "H", "H", "H", "H", "H"], "positions_angstrom": [[3.15387, -0.52043, -0.58805], [-1.71996, -0.62483, 0.14121], [0.54546, 1.45554, 0.88044], [-0.42484, -1.03027, -0.54152], [0.81737, -0.41497, 0.29110], [2.06043, -0.37886, -0.30276], [0.87134, -1.14927, 1.44501], [4.28840, -0.58386, -0.87673], [-2.46709, -1.16160, -0.48406], [-1.85137, -1.00985, 1.24744], [-1.73753, 0.45018, 0.02615], [0.43196, 2.18558, 0.09546], [-0.25720, 1.21288, 1.48023], [1.47139, 1.56018, 1.39200], [-0.53939, -0.56278, -1.44815], [-0.20083, -2.02365, -0.73734]], "mulliken_charge": [0.073, -1.070, -1.100, -0.513, 0.430, -0.210, -0.194, 0.447, 0.368, 0.277, 0.346, 0.336, 0.513, 0.431, 0.384, 0.483]}

---

[13]
{"formula": "C5H9FO", "method": "ωB97M-V/def2-TZVPD", "de_lowest_kj_mol": 394.1, "homo_lumo_gap_ev": 8.82, "homo_energy_ev": -8.84, "charge": 0, "energy_ha": -370.86344, "elements": ["C", "C", "C", "C", "C", "O", "F", "H", "H", "H", "H", "H", "H", "H", "H", "H"], "positions_angstrom": [[0.25025, -0.05701, -1.13563], [-0.29239, -0.41913, 1.84669], [-0.69917, 0.75143, -2.03972], [-0.04956, -1.48500, -0.75035], [0.72419, 0.52448, 2.34634], [1.16332, 0.50086, -0.59749], [-1.29914, 0.25755, 1.33637], [-1.00924, 1.56144, -1.48933], [-1.55553, 0.18933, -2.46263], [-0.12309, 1.11128, -2.90523], [-0.32733, -1.35462, 0.44398], [0.94099, -1.98078, -0.87060], [-0.92656, -2.01466, -1.13820], [0.40012, 1.60112, 2.52041], [1.51701, 0.68842, 1.67431], [1.28611, 0.12528, 3.22106]], "mulliken_charge": [0.676, -0.200, -1.167, -0.652, -0.872, -0.551, -0.178, 0.332, 0.304, 0.332, 0.443, 0.272, 0.322, 0.310, 0.297, 0.332]}

---

[14]
{"formula": "C5H9FO", "method": "ωB97M-V/def2-TZVPD", "de_lowest_kj_mol": 182.4, "homo_lumo_gap_ev": [6.61, 9.88], "homo_energy_ev": [-5.65, -11.58], "charge": 0, "energy_ha": -370.79855, "spin_multiplicity": 3, "elements": ["C", "C", "C", "C", "C", "O", "F", "H", "H", "H", "H", "H", "H", "H", "H", "H"], "positions_angstrom": [[1.23640, 1.38657, -0.50534], [-0.00833, -0.08500, 1.54819], [-1.52224, 0.36600, -0.60085], [0.53964, -1.26436, -0.58149], [-0.24033, -0.18397, 0.03196], [1.71390, 1.45515, -1.55109], [1.36099, 2.19673, 0.56209], [0.81858, -0.55650, 1.88062], [-0.73230, -0.62213, 2.01963], [0.02695, 0.84414, 1.89133], [-1.19087, 0.96641, -1.44794], [-2.01535, 0.83817, 0.25090], [-1.96814, -0.59223, -0.96902], [1.46123, -1.44743, -0.22142], [-0.01444, -2.14402, -0.60656], [0.53429, -1.15754, -1.70100]], "mulliken_charge": [0.329, -2.084, -1.039, -1.693, 0.993, -0.251, -0.165, 0.503, 0.521, 0.595, 0.307, 0.350, 0.283, 0.499, 0.481, 0.371]}